Arrangement a

Entry from OMol25: a cluster of 7 separate species, C32H83N5O12 in total (the ωB97M-V functional and the def2-TZVPD basis).

Computed properties:
Spin multiplicity: 1
HOMO-LUMO gap in eV: 9.10
Lowest unoccupied orbital energy in eV: 0.62
SMILES string: COCCNCCOC.COCCNCCOC.COCCNCCOC.COCCNCCOC.COCCNCCOC.CO.CO
Net charge: 0
HOMO in eV: -8.5

The geometry in XYZ format:
```
132
Properties=species:S:1:pos:R:3:mulliken_charge:R:1
C 0.25 -1.73 5.27 -0.48
O 0.28 -2.78 4.28 -0.49
C -0.08 -2.45 2.96 0.17
C 0.94 -3.11 2.05 -0.04
N 2.32 -2.85 2.52 -0.18
C 3.24 -3.56 1.64 -0.70
C 4.70 -3.25 2.00 -0.74
O 5.01 -1.90 1.50 -0.08
C 6.38 -1.66 1.22 -0.85
H 1.00 -0.92 4.93 0.19
H 0.50 -2.12 6.23 0.34
H -0.73 -1.27 5.38 0.12
H 0.02 -1.37 2.84 -0.04
H -1.07 -2.85 2.70 0.16
H 0.83 -2.62 1.08 -0.19
H 0.78 -4.15 1.89 0.22
H 2.45 -3.33 3.39 0.26
H 3.19 -3.11 0.69 0.33
H 3.04 -4.64 1.49 0.43
H 5.36 -3.93 1.43 0.46
H 4.89 -3.29 3.10 0.29
H 7.04 -1.73 2.08 0.30
H 6.46 -0.65 0.83 0.25
H 6.69 -2.35 0.38 0.33
C -1.42 -6.69 1.79 -0.71
O -1.74 -5.72 0.78 -0.27
C -0.73 -5.72 -0.19 -0.58
C -1.22 -4.70 -1.23 0.11
N -0.28 -4.24 -2.22 -0.31
C -0.90 -3.66 -3.38 0.45
C 0.01 -3.66 -4.56 -0.62
O -0.69 -3.01 -5.66 -0.24
C 0.03 -2.91 -6.91 -0.77
H -2.24 -6.70 2.57 0.23
H -0.42 -6.49 2.24 0.25
H -1.50 -7.70 1.28 0.31
H -0.58 -6.65 -0.69 0.45
H 0.22 -5.51 0.27 0.15
H -1.65 -3.83 -0.63 -0.31
H -2.11 -5.18 -1.67 0.40
H 0.36 -3.59 -1.74 0.27
H -1.33 -2.63 -3.25 -0.59
H -1.75 -4.29 -3.67 0.38
H 0.24 -4.72 -4.83 0.30
H 0.96 -3.13 -4.34 0.22
H -0.56 -2.27 -7.55 0.24
H 0.02 -3.93 -7.30 0.32
H 1.13 -2.66 -6.78 0.26
C -4.05 -1.50 -4.23 -0.63
O -4.20 -1.27 -2.86 -0.29
C -3.44 -0.24 -2.37 -0.55
C -3.67 -0.07 -0.87 -0.72
N -3.26 -1.29 -0.19 0.16
C -3.57 -1.19 1.24 -0.48
C -5.02 -0.99 1.72 -1.00
O -5.91 -1.98 1.30 -0.29
C -7.22 -1.61 1.52 -0.83
H -4.76 -2.24 -4.55 0.22
H -3.04 -1.80 -4.47 0.18
H -4.22 -0.59 -4.85 0.34
H -3.71 0.73 -2.81 0.49
H -2.38 -0.44 -2.47 0.13
H -4.75 0.24 -0.69 0.50
H -3.14 0.78 -0.39 0.28
H -3.81 -2.07 -0.57 0.32
H -2.91 -0.35 1.57 0.27
H -3.10 -2.09 1.69 0.05
H -5.40 0.03 1.45 0.31
H -4.97 -0.95 2.80 0.52
H -7.82 -2.48 1.06 0.26
H -7.59 -0.75 0.90 0.34
H -7.59 -1.37 2.54 0.31
C 4.38 7.27 -5.58 -0.75
O 4.57 6.16 -4.62 -0.34
C 3.95 6.48 -3.40 -0.44
C 4.48 5.59 -2.26 -0.78
N 4.61 4.22 -2.62 -0.30
C 3.32 3.56 -2.99 -0.76
C 3.46 1.98 -2.98 -0.07
O 2.43 1.31 -3.60 -0.38
C 2.39 -0.07 -3.24 -0.29
H 3.32 7.49 -5.65 0.30
H 4.70 6.98 -6.60 0.23
H 5.09 8.00 -5.21 0.31
H 2.87 6.37 -3.51 0.31
H 4.05 7.51 -3.09 0.53
H 3.81 5.64 -1.36 0.29
H 5.49 5.97 -1.93 0.34
H 5.24 4.13 -3.40 0.32
H 2.91 3.92 -3.93 0.32
H 2.54 3.83 -2.28 0.36
H 3.50 1.75 -1.90 0.08
H 4.37 1.79 -3.52 0.20
H 1.38 -0.39 -3.30 0.06
H 2.73 -0.16 -2.20 0.12
H 3.01 -0.70 -3.87 0.33
C -3.39 0.82 5.38 -0.52
O -2.79 1.88 4.67 -0.36
C -1.63 1.51 3.98 0.22
C -1.46 2.47 2.81 -0.83
N -1.39 3.83 3.23 -0.28
C -1.17 4.77 2.15 -0.62
C -1.15 6.22 2.54 -0.59
O -2.49 6.70 2.70 -0.29
C -2.49 8.03 3.07 -0.70
H -2.74 0.22 5.98 0.31
H -3.92 0.17 4.72 0.03
H -4.13 1.23 6.07 0.31
H -1.65 0.45 3.63 -0.20
H -0.84 1.58 4.79 0.29
H -2.29 2.26 2.13 0.32
H -0.51 2.18 2.40 0.43
H -2.24 4.08 3.75 0.31
H -1.90 4.62 1.35 0.34
H -0.24 4.54 1.65 0.38
H -0.81 6.71 1.61 0.39
H -0.54 6.44 3.41 0.37
H -3.53 8.30 3.19 0.25
H -2.04 8.63 2.23 0.27
H -2.03 8.26 4.05 0.28
C 3.67 0.90 1.76 -0.44
O 2.79 0.14 2.57 -0.48
H 3.10 1.79 1.34 0.19
H 4.42 1.42 2.37 0.34
H 4.17 0.35 0.95 0.02
H 2.84 -0.76 2.42 0.30
C 0.29 -0.41 0.08 -0.20
O -0.34 -1.62 -0.54 0.32
H 0.38 0.46 -0.64 0.31
H -0.41 -0.03 0.81 -0.23
H 1.31 -0.65 0.39 0.21
H -1.28 -1.42 -0.67 -0.31
```



Arrangement b

Entry from OMol25: a cluster of 7 separate species, C32H83N5O12 in total (the ωB97M-V functional and the def2-TZVPD basis).

Computed properties:
Spin multiplicity: 1
HOMO-LUMO gap in eV: 8.90
Lowest unoccupied orbital energy in eV: 0.30
SMILES string: COCCNCCOC.COCCNCCOC.COCCNCCOC.COCCNCCOC.COCCNCCOC.CO.CO
Net charge: 0
HOMO in eV: -8.6

The geometry in XYZ format:
```
132
Properties=species:S:1:pos:R:3:mulliken_charge:R:1
C 0.87 -6.02 5.10 -0.76
O -0.40 -6.67 5.24 -0.34
C -0.60 -7.70 4.25 -0.52
C -2.15 -7.84 4.05 -0.65
N -2.82 -8.21 5.32 -0.39
C -2.78 -9.72 5.61 -0.56
C -3.55 -10.03 6.84 -0.58
O -2.90 -9.41 7.97 -0.27
C -3.50 -9.71 9.23 -0.77
H 1.09 -5.31 5.89 0.26
H 0.89 -5.39 4.20 0.28
H 1.67 -6.76 5.09 0.31
H -0.11 -8.60 4.60 0.30
H -0.15 -7.43 3.29 0.47
H -2.41 -8.58 3.29 0.37
H -2.54 -6.87 3.76 0.30
H -2.20 -7.79 5.99 0.29
H -1.77 -10.11 5.63 0.29
H -3.34 -10.14 4.77 0.40
H -3.70 -11.11 6.90 0.40
H -4.55 -9.60 6.69 0.31
H -3.28 -10.74 9.50 0.30
H -4.59 -9.63 9.27 0.31
H -3.00 -9.10 9.99 0.24
C 9.34 2.35 -2.68 -0.70
O 8.63 1.56 -1.83 -0.28
C 7.80 2.19 -0.89 -0.59
C 6.92 1.17 -0.09 -0.59
N 5.90 1.82 0.73 -0.31
C 5.19 0.74 1.46 -0.64
C 4.01 1.39 2.31 -0.59
O 4.56 2.26 3.25 -0.35
C 5.00 1.65 4.45 -0.70
H 8.68 2.98 -3.28 0.30
H 9.94 1.68 -3.29 0.23
H 9.99 3.00 -2.08 0.30
H 7.16 2.95 -1.34 0.39
H 8.31 2.76 -0.12 0.29
H 7.61 0.62 0.55 0.29
H 6.55 0.37 -0.72 0.38
H 6.37 2.38 1.43 0.25
H 5.82 0.17 2.14 0.33
H 4.74 0.02 0.78 0.47
H 3.30 0.72 2.78 0.41
H 3.44 1.96 1.57 0.30
H 5.82 1.02 4.10 0.28
H 4.27 0.94 4.85 0.30
H 5.43 2.39 5.12 0.25
C -3.04 3.05 5.19 -0.77
O -2.38 3.62 6.30 -0.30
C -1.89 4.90 5.91 -0.53
C -1.46 5.70 7.16 -0.69
N -2.63 6.23 7.90 -0.30
C -2.13 6.71 9.16 -0.78
C -3.29 6.93 10.14 -0.58
O -4.06 5.74 10.46 -0.31
C -5.21 6.11 11.24 -0.74
H -3.61 2.21 5.60 0.26
H -2.37 2.57 4.48 0.31
H -3.67 3.66 4.54 0.32
H -2.60 5.49 5.34 0.31
H -1.03 4.84 5.24 0.39
H -0.80 6.53 6.92 0.40
H -0.92 5.03 7.83 0.36
H -3.01 7.00 7.36 0.23
H -1.47 7.57 9.04 0.43
H -1.47 6.02 9.68 0.41
H -3.96 7.70 9.76 0.34
H -2.77 7.31 11.02 0.39
H -5.73 5.27 11.70 0.27
H -5.95 6.69 10.70 0.29
H -4.83 6.66 12.10 0.30
C -5.07 0.22 -4.87 -0.77
O -4.90 1.45 -5.44 -0.31
C -4.11 2.34 -4.67 -0.53
C -4.05 3.58 -5.61 -0.73
N -5.36 4.22 -5.71 -0.38
C -5.35 5.31 -6.70 -0.61
C -6.79 5.82 -6.90 -0.44
O -6.88 6.64 -8.03 -0.31
C -8.08 7.41 -8.12 -0.69
H -4.17 -0.29 -4.55 0.28
H -5.60 -0.44 -5.56 0.25
H -5.79 0.36 -4.06 0.32
H -3.08 1.98 -4.57 0.39
H -4.56 2.48 -3.69 0.36
H -3.62 3.32 -6.57 0.34
H -3.34 4.32 -5.24 0.43
H -5.95 3.45 -5.99 0.30
H -5.08 4.80 -7.62 0.35
H -4.63 6.12 -6.55 0.34
H -7.03 6.39 -6.01 0.32
H -7.46 4.96 -6.98 0.26
H -7.94 8.24 -8.81 0.24
H -8.41 7.80 -7.16 0.31
H -8.86 6.80 -8.58 0.27
C 3.18 -3.50 -6.16 -0.66
O 3.52 -2.51 -7.11 -0.32
C 3.13 -1.19 -6.78 -0.68
C 3.53 -0.14 -7.87 -0.61
N 4.93 0.21 -7.72 -0.35
C 5.39 1.14 -8.72 -0.66
C 7.01 1.06 -8.87 -0.64
O 7.43 -0.31 -9.17 -0.33
C 8.80 -0.58 -9.47 -0.64
H 3.36 -4.51 -6.54 0.22
H 2.15 -3.30 -5.85 0.27
H 3.80 -3.28 -5.30 0.30
H 3.46 -0.75 -5.84 0.34
H 2.04 -1.29 -6.82 0.49
H 2.94 0.77 -7.70 0.34
H 3.38 -0.54 -8.87 0.44
H 5.61 -0.53 -7.77 0.28
H 5.30 2.17 -8.37 0.27
H 4.85 0.98 -9.65 0.39
H 7.47 1.35 -7.93 0.32
H 7.48 1.68 -9.63 0.48
H 9.21 -0.27 -8.51 0.30
H 9.08 0.07 -10.30 0.24
H 9.00 -1.61 -9.76 0.21
C -4.33 -6.46 -2.52 -0.53
O -2.95 -6.34 -2.22 -0.49
H -4.57 -6.36 -3.58 0.26
H -4.81 -7.40 -2.24 0.26
H -4.88 -5.67 -2.00 0.22
H -2.47 -6.97 -2.77 0.28
C -0.49 -2.00 -0.52 -0.45
O -1.71 -2.38 0.13 -0.50
H -0.51 -2.26 -1.57 0.22
H -0.38 -0.92 -0.41 0.20
H 0.32 -2.51 0.01 0.23
H -1.79 -3.32 -0.05 0.30
```



Which structure is the most stable? The one labeled arrangement a.